*a*
16
Properties=species:S:1:pos:R:3 method="wB97M-V/def2-TZVPD" smiles=Cl[C@@H]1COC[C@@]12CN2 orbital_gap_ev=10.48 e_lumo_ev=0.866
Cl -2.09 -1.39 -0.46
C -1.00 -0.48 0.56
C -1.40 1.02 0.63
O -0.81 1.61 -0.52
C 0.24 0.85 -1.07
C 0.36 -0.37 -0.14
C 1.57 -0.77 0.60
N 1.06 -1.52 -0.60
H -1.07 -0.98 1.56
H -0.92 1.46 1.52
H -2.46 1.24 0.68
H -0.05 0.62 -2.12
H 1.13 1.51 -1.15
H 1.42 -1.31 1.55
H 2.52 -0.26 0.47
H 1.50 -1.22 -1.50


*b*
16
Properties=species:S:1:pos:R:3 method="wB97M-V/def2-TZVPD" smiles="C=C(C#N)[C@H](C)O.Cl" orbital_gap_ev=10.48 e_lumo_ev=0.095
C 0.93 1.65 1.40
C 0.69 1.07 0.23
C 1.49 1.39 -0.90
N 2.21 1.50 -1.81
C -0.35 0.03 -0.08
C -0.10 -1.33 0.63
O -0.40 -0.21 -1.46
H 1.53 2.45 1.51
H 0.39 1.29 2.40
H -1.38 0.17 0.20
H -0.99 -1.77 1.05
H 0.68 -1.26 1.34
H 0.21 -2.01 -0.23
H 0.37 -0.74 -1.70
Cl -3.26 -1.03 -1.18
H -2.02 -1.20 -1.38


Among the structures above, stability is smallest for *b*.